DFT (ωB97M-V/def2-TZVPD) results for C4H5I in the gas phase.

Geometry as XYZ:
```
10
Properties=species:S:1:pos:R:3:forces:R:3
C -0.4528 1.7740 -0.0907 0.44 1.66 -0.07
C 0.2405 -1.9033 -0.0789 1.54 2.69 -0.83
C -0.5994 0.5768 0.3539 2.13 -4.22 -1.10
C 0.5710 -0.5905 -0.1460 -4.18 -0.20 2.72
I 2.4255 0.0827 -0.3276 1.88 0.60 -0.38
H -1.2744 2.4271 0.1457 0.27 0.84 -0.20
H 0.5014 2.0562 -0.5361 -0.62 0.44 -0.31
H 0.8558 -2.7537 -0.2844 0.43 -0.10 -0.07
H -0.7735 -2.0159 0.0275 -2.33 -0.88 0.53
H -1.4942 0.3465 0.9366 0.42 -0.82 -0.29
```
Forces are in eV/Å.

## Properties
**SMILES**: C=CC(=C)I
**Multiplicity**: 1
**Energy relative to the best compared isomer or geometry (same formula, charge and spin)**: 23.2 kcal/mol
**Molar mass**: 179.988 g mol⁻¹
**LUMO**: 0.02589 Eh
**Total energy**: -12327.0625 eV
**Largest force on an atom**: 0.09696 Eh/bohr
**HOMO-LUMO gap**: 9.677 eV

Results of the Löwdin charge analysis, in e, for atoms 1 through 6: -0.084, -0.082, -0.178, -0.844, 0.963, 0.059